No. 1
Formula: C15H23NO3S
Source: the Open Molecules 2025 dataset
Level of theory: ωB97M-V/def2-TZVPD

Max |F| = 14.69 eV/A
HOMO-LUMO gap = 0.3063 Ha
HOMO level = -8.328 eV
Energy above the lowest of the compared OMol25 structures with the same formula, charge and spin = 300.57 kcal per mole
Calculated total energy = -1263.55935 hartree

Last column: Löwdin charge in e.
CARTESIAN COORDINATES (ANGSTROEM)
1 H 1.0394 3.4344 -1.4894  0.142
2 C 1.8288 3.7444 2.3393  -0.150
3 H 0.1968 2.1737 -0.6736  0.166
4 H 3.4927 0.6081 -1.3069  0.116
5 H -0.1015 4.6271 2.1897  0.200
6 H 2.6705 2.8925 2.3498  0.140
7 C -0.1091 2.4421 1.9323  -0.053
8 C -0.4077 -1.9272 0.8270  -0.059
9 H -0.4197 -1.2642 -4.6338  0.157
10 C 0.0114 -1.3951 -0.3983  -0.077
11 C -0.9489 -1.9060 -3.8380  -0.209
12 H 0.6788 0.1399 -2.0686  0.072
13 H -3.6811 -4.0121 2.3507  -0.031
14 C -1.9608 -2.6537 -1.2192  -0.116
15 H -0.2310 2.4205 3.1015  0.107
16 H 2.4130 1.8094 0.4307  0.070
17 C -1.2675 -2.8598 1.2253  -0.034
18 C 2.2433 2.3393 -0.4575  -0.241
19 N 1.4668 0.3062 -1.5262  0.017
20 O 2.0544 -0.4867 0.5042  0.112
21 C 1.1104 2.9506 -0.5008  -0.282
22 H 3.1687 2.9329 -0.4806  0.140
23 C -0.7550 -1.8955 -1.4681  -0.058
24 H 0.3469 1.5239 1.7494  0.019
25 H -1.7576 -1.5359 -3.8338  -0.008
26 O -0.3962 -1.4986 -2.8127  -0.077
27 H 1.8182 3.9382 3.5246  0.127
28 C -2.0895 -3.1961 0.0231  -0.455
29 H -2.6308 -5.2393 1.9475  0.136
30 H -1.2652 2.5544 1.2315  0.188
31 H -1.6539 -3.1952 2.0892  0.047
32 H 0.2120 -1.6744 1.8558  0.187
33 H 2.4536 1.6614 -2.4950  0.131
34 O 0.7159 3.9775 0.4738  -0.103
35 H -2.2992 -3.1835 -2.0622  0.067
36 H 2.4582 4.7149 2.0757  0.135
37 C -3.8478 -4.6920 1.6177  -0.297
38 C 2.5744 1.1068 -1.5423  -0.146
39 H -4.5174 -5.4254 1.6919  -0.047
40 S -3.4476 -4.3758 -0.2446  0.875
41 H -0.9984 -3.0311 -3.9792  0.143
42 C 1.1933 -0.6027 -0.2794  -0.369
43 C 0.6387 3.7521 1.7795  -0.682


No. 2
Formula: C15H22N4O2
Source: the Open Molecules 2025 dataset
Level of theory: ωB97M-V/def2-TZVPD

Max |F| = 17.60 eV/A
Structure (SMILES) = O=[N+]([O-])c1ccc(N2CCCCC2)nc1N1CCCCC1
HOMO-LUMO gap = 0.2347 Ha
HOMO level = -6.636 eV
Energy above the lowest of the compared OMol25 structures with the same formula, charge and spin = 371.64 kcal per mole
Calculated total energy = -953.73577 hartree

Last column: Löwdin charge in e.
CARTESIAN COORDINATES (ANGSTROEM)
1 C 2.4698 0.5979 -1.3314  -0.025
2 H -1.1212 -1.6749 0.2048  0.113
3 H 3.5936 0.7058 -1.6200  0.146
4 O 2.1029 -2.6982 -2.7605  0.058
5 N 0.2555 0.0340 -0.1441  0.188
6 H -1.2265 0.4943 4.0286  0.096
7 H -1.2496 0.4129 1.4897  0.108
8 C -2.8756 -1.2608 -2.7407  -0.288
9 C -0.3969 0.4854 3.4680  -0.224
10 H -1.8099 -1.0950 -4.7424  0.152
11 H -1.3666 0.0294 -3.3461  0.037
12 H -0.3275 -0.5066 3.3604  0.091
13 C -1.7509 -0.8235 -3.5972  -0.087
14 H 1.4550 3.4352 1.7365  0.171
15 H -3.3995 -1.3604 -0.6193  0.008
16 C 0.6253 1.0226 4.2849  -0.200
17 C -0.5545 -1.9002 -2.9679  -0.190
18 C 1.1842 2.3937 2.2989  -0.126
19 N 0.6022 1.4155 1.4771  -0.074
20 H 2.3630 1.9185 2.2978  0.163
21 H 2.9323 1.9547 0.3736  0.118
22 C 0.6259 -0.6550 -1.1902  -0.132
23 H 1.7043 3.0220 4.3438  0.133
24 C -0.6448 1.0601 2.1179  -0.095
25 N -0.3531 -1.6474 -1.7122  -0.136
26 H 0.4079 1.2790 5.2389  0.076
27 H -1.4187 2.0104 2.2610  0.191
28 C -2.8562 -0.9947 -1.2962  -0.088
29 H -1.5913 -2.7615 -1.1998  0.063
30 H -3.7937 -0.4595 -3.0295  0.155
31 H 1.6347 0.2996 4.2727  0.191
32 C 0.8785 2.4497 3.8645  -0.153
33 H 0.1808 -1.6590 -3.6673  0.088
34 H -2.3177 -0.1335 -0.9062  0.083
35 O 3.6586 -1.1441 -3.3373  -0.019
36 N 2.5377 -1.5453 -2.7533  -0.272
37 C 0.9348 0.7417 0.5980  -0.455
38 H -0.8179 -2.9356 -3.1836  0.140
39 H 0.1224 3.0879 3.9419  0.058
40 H -3.1684 -2.3217 -2.7520  0.117
41 C -1.2662 -1.9084 -0.8406  -0.123
42 C 1.8750 -0.5856 -1.8009  -0.080
43 C 2.1623 1.2206 -0.1205  0.024


No. 3
Formula: C20H66N4O13
Source: the Open Molecules 2025 dataset
Level of theory: ωB97M-V/def2-TZVPD

Max |F| = 7.71 eV/A
HOMO-LUMO gap = 0.3515 Ha
HOMO level = -9.192 eV
Energy above the lowest of the compared OMol25 structures with the same formula, charge and spin = 14.89 kcal per mole
Calculated total energy = -1998.54658 hartree

Last column: Löwdin charge in e.
CARTESIAN COORDINATES (ANGSTROEM)
1 O -0.9616 -4.2873 -1.6487  -0.042
2 C -2.6411 -1.9006 1.7163  -0.295
3 H 1.7699 -0.0847 1.6990  0.133
4 C -0.6529 0.3645 4.3363  -0.341
5 C 1.6426 -4.0532 1.2087  -0.575
6 C 3.7650 -1.2216 2.6107  -0.089
7 C 2.1185 3.3525 2.0460  -0.401
8 O 0.6453 1.4521 -0.1517  -0.073
9 H 3.2003 0.0280 -2.8242  0.060
10 H -2.5245 -3.0507 -2.2059  0.086
11 N 1.0000 -0.4905 1.0710  0.181
12 H -0.3889 0.6995 5.3462  0.110
13 H -3.0536 3.8247 0.0508  0.097
14 H 5.5013 -0.5409 0.2813  0.088
15 H -1.7092 2.9465 0.8606  0.066
16 H 3.3895 1.1781 -0.6580  0.104
17 N -0.5579 -0.5025 -0.5108  0.178
18 H 3.1913 -4.2707 -0.2254  0.154
19 N 2.2328 -3.9623 0.0450  0.178
20 H -3.5338 -1.4963 -1.1292  0.019
21 O 5.3577 -1.1850 0.9956  -0.093
22 H 3.4106 3.3040 3.6394  0.049
23 O -3.3851 3.2848 2.0330  -0.124
24 O -4.3066 -1.4295 -1.6881  -0.130
25 C 0.3705 0.1565 0.0959  -0.605
26 C -0.6987 1.6346 3.4833  -0.079
27 H -3.1561 0.1364 2.5568  0.064
28 H -2.4181 1.4089 -3.8535  0.108
29 H 3.0298 5.0143 2.9713  0.109
30 O 2.2892 3.8603 0.8260  -0.038
31 H -1.6520 2.2304 3.6065  0.084
32 H -5.5375 -2.0591 -0.0725  0.079
33 H -3.3903 -4.8827 -0.8025  0.060
34 C -5.4217 -1.2885 -0.8282  -0.166
35 N 2.2195 -4.7702 2.1193  0.168
36 H -5.4127 -0.2673 -0.3796  0.073
37 H 1.3577 3.7735 2.6092  0.084
38 H 3.3758 -1.0692 0.4745  0.092
39 O -2.6417 0.7856 -1.8641  -0.146
40 H 0.2813 -2.3991 -3.7662  0.081
41 H 2.1496 2.3171 2.0262  0.083
42 H 2.9783 1.5262 -3.6872  0.100
43 H 3.6730 -0.1032 2.6470  0.094
44 H 0.2746 5.1061 -4.2367  0.081
45 C 0.4689 3.9902 -2.3182  -0.367
46 H 1.7979 3.2809 0.2701  0.013
47 C -2.0470 1.6347 -2.8346  -0.111
48 H 0.6494 -1.3813 1.3056  0.040
49 H 0.0455 2.4020 3.6914  0.059
50 H 0.0211 -0.3876 2.8333  0.002
51 H -0.2529 -3.7241 -1.8471  0.007
52 H -1.2186 4.5417 -3.4811  0.088
53 C 1.2426 -2.3553 -3.3034  -0.103
54 C -3.1226 -5.0475 -1.8221  -0.068
55 C -3.1636 -0.4297 1.6453  -0.033
56 H 2.8949 -5.5103 1.9416  0.128
57 H 4.4487 3.3690 -2.0472  0.115
58 O 0.1792 -0.5527 3.7491  -0.060
59 H -0.7454 1.4340 2.3909  0.062
60 H 2.6210 2.6394 -1.2859  0.055
61 C -0.1689 4.9608 -3.2329  -0.084
62 H 0.5230 2.9501 -2.6618  0.096
63 O 4.5419 2.3941 -1.8528  -0.091
64 H -4.2022 -0.4658 1.2967  0.051
65 H -0.9679 -1.4037 -0.1241  0.108
66 H -1.6686 -1.9885 2.1724  0.084
67 O 1.1284 -2.4095 -1.8969  -0.152
68 H -3.3041 -2.5865 2.2593  0.126
69 H 1.7251 0.8681 -2.5365  0.019
70 H -3.2196 2.0869 0.2826  0.067
71 H -0.8777 3.3864 -1.0489  0.020
72 O -0.1654 4.0079 -1.0800  -0.075
73 C 3.2806 1.8319 -1.5341  -0.315
74 H -0.3172 5.9022 -2.7045  0.081
75 H -4.3671 3.2658 1.9185  0.106
76 C 2.7473 1.0117 -2.7139  -0.075
77 C 3.2799 3.9082 2.7941  -0.081
78 H -2.6788 0.1610 0.8867  0.037
79 H 2.9299 -1.7018 3.0885  0.059
80 H -4.0645 -5.0581 -2.3414  0.074
81 H 4.5892 -1.5511 3.2595  0.091
82 H 1.8973 -3.0726 -3.7519  0.088
83 H -1.0118 1.4590 -2.8202  0.047
84 H -2.6667 -6.0298 -1.9589  0.085
85 O -2.3107 -2.3136 0.4678  -0.153
86 H 1.7342 -4.7035 3.0169  0.134
87 C -2.7919 3.0077 0.7918  -0.184
88 H 0.7874 -1.5789 -1.5524  0.052
89 H -1.1445 -0.0314 -1.2559  0.112
90 O 0.4777 -3.3452 1.5988  -0.148
91 H -2.1732 2.6830 -2.5876  0.070
92 H 1.4680 4.3541 -2.0623  0.115
93 C -2.1347 -4.0435 -2.3243  -0.349
94 H -6.3552 -1.3357 -1.4303  0.088
95 H 1.7134 -3.3835 -0.5868  0.052
96 H 3.9976 -2.6491 1.0405  0.067
97 H -2.0157 -4.1939 -3.3637  0.102
98 H 4.2264 3.9281 2.2182  0.086
99 C 4.0013 -1.6025 1.1939  -0.319
100 H 1.7580 -1.4850 -3.6654  0.060
101 H -3.5457 1.0780 -1.8809  0.079
102 H -1.9369 -3.2876 0.4417  0.160
103 H -1.7167 0.0029 4.5295  0.115


Question: Look up the energy above the lowest of the compared OMol25 structures with the same formula, charge and spin of the second one.
Answer: 371.64 kcal per mole


Question: Among the records above, which one has the highest max |F|?
Answer: C15H22N4O2


Question: Which of these has the highest HOMO-LUMO gap?
Answer: C20H66N4O13


Question: Which of these has the highest HOMO-LUMO gap?
Answer: C20H66N4O13